Record 1
This record from the OMol25 dataset describes a 2-piece molecular cluster, C4H7N3O2 overall at a distorted geometry. The level of theory is the ωB97M-V functional and the def2-TZVPD basis.

XYZ file:
```
16
Properties=species:S:1:pos:R:3:forces:R:3:mulliken_charge:R:1
C -1.19250 -1.66381 0.01999 0.52 0.23 -2.10 -0.93
C -0.10682 -0.55630 -0.01311 -2.49 0.87 -0.83 0.38
C 2.34613 -0.55965 -0.20219 1.26 1.14 3.89 0.13
C -0.18412 1.93739 -0.30645 -0.47 2.88 -0.20 0.11
H -2.00780 -1.44483 -0.81086 1.74 -0.41 1.78 0.25
H -0.55801 -2.54449 -0.30559 -1.36 0.60 0.92 0.32
H -1.68812 -1.69182 0.99040 0.10 -0.54 -0.13 0.29
H 3.12010 -1.56375 -0.91010 -1.82 3.82 2.18 0.26
H -2.32621 0.56339 1.25174 1.49 0.54 -2.19 0.36
H -0.96536 2.73080 -0.59625 0.90 -1.52 -0.01 0.30
H 1.64566 1.72365 0.33811 0.42 -1.21 -0.07 0.41
N 1.06411 -0.93468 -0.30550 0.27 -0.54 -0.97 -0.26
N -0.71136 0.73688 0.03743 0.76 -3.61 1.37 0.16
N 1.01248 2.25269 -0.22343 0.02 2.11 -0.49 -0.68
O 2.60605 0.31036 0.76805 0.89 -4.46 -4.60 -0.63
O -2.05423 0.70414 0.26776 -2.23 0.09 1.46 -0.49
```
Positions in Å, forces in eV/Å.

Properties
- Kohn-Sham gap (hartree) = 0.3390
- electronic energy (Ha) = -471.1721
- HOMO energy (eV) = -9.5
- 2S+1 = 1
- charge = 0



Record 2
This record from the OMol25 dataset describes a 2-piece molecular cluster, CH5F3N3 overall at a distorted geometry. The level of theory is the ωB97M-V functional and the def2-TZVPD basis.

XYZ file:
```
12
Properties=species:S:1:pos:R:3:forces:R:3:mulliken_charge:R:1
C -0.92035 0.79713 0.58481 -1.07 -1.46 -3.87 -0.33
N 0.41550 0.36941 0.14992 1.00 1.67 -0.46 0.43
N -1.76770 0.28678 -0.55430 -0.52 0.58 3.25 -0.15
N 1.18607 1.25912 -0.23679 -0.32 0.19 1.18 -0.09
F -1.60237 -1.14321 -0.60313 0.47 2.01 -0.64 -0.18
F 2.37269 0.84180 -0.62930 -0.50 -0.79 -0.30 -0.03
F 1.43005 -2.12365 0.10147 -0.29 0.21 -0.18 -0.47
H -1.03867 1.84626 0.64781 0.21 1.13 -0.11 0.36
H -1.14505 0.33795 1.48092 -0.50 -1.17 1.83 0.34
H 0.49309 -0.63556 -0.02254 1.01 -0.71 0.21 0.39
H 2.08063 -2.68255 0.44096 0.30 -0.32 0.15 0.42
H -1.50389 0.84651 -1.35985 0.21 -1.33 -1.07 0.32
```
Positions in Å, forces in eV/Å.

Properties
- Kohn-Sham gap (alpha / beta) (hartree) = 0.3190 / 0.3191
- electronic energy (Ha) = -504.4748
- HOMO energy (alpha / beta) (eV) = -15.5 / -15.5
- 2S+1 = 1
- charge = +1



Record 3
This record from the OMol25 dataset describes C13H28F2GeNO5Ti as an isolated structure. The level of theory is the ωB97M-V functional and the def2-TZVPD basis.

XYZ file:
```
51
Properties=species:S:1:pos:R:3:forces:R:3:mulliken_charge:R:1
Ti -0.48740 -0.93093 -0.55115 -0.62 -0.08 0.03 0.54
C 2.88523 -1.20538 -2.53664 -0.08 0.01 0.11 -1.54
C 1.94182 -0.04267 -2.27974 0.16 0.02 -0.32 1.74
C 0.86350 0.05512 -3.34770 -0.02 -0.06 0.12 -1.55
C 2.70391 1.26662 -2.14616 -0.07 -0.06 0.11 -2.00
O 1.26820 -0.32264 -1.00444 0.29 -0.12 0.06 -0.16
Ge 1.30897 0.85494 0.59306 -0.12 0.07 0.07 -0.20
O -0.29321 1.36015 -0.19058 0.20 -0.20 0.00 0.65
C -1.19840 2.40194 0.26177 -0.10 0.09 0.06 1.31
C -0.43884 3.36740 1.16151 0.01 -0.05 -0.06 -1.83
C -2.34734 1.75170 1.01973 0.07 -0.04 -0.04 -1.28
C -1.69422 3.10132 -0.99404 0.03 -0.06 0.01 -1.62
O 0.07608 -0.80387 1.23519 0.04 0.03 -0.12 0.57
C 0.06213 -1.42040 2.56005 0.03 -0.05 0.35 1.44
C 0.61018 -0.39851 3.54688 0.01 0.00 -0.13 -1.73
C -1.38039 -1.76861 2.90084 0.07 0.09 -0.11 -1.41
C 0.94069 -2.66113 2.51111 -0.06 0.05 -0.09 -1.50
H 3.41210 -1.05926 -3.47885 0.00 0.00 -0.01 0.43
H 3.62006 -1.28209 -1.73448 0.01 -0.02 -0.02 0.37
H 2.32777 -2.14115 -2.59552 0.02 -0.01 -0.02 0.32
H 1.31332 0.23319 -4.32349 0.01 0.03 0.00 0.55
H 0.30303 -0.88236 -3.40974 -0.01 0.01 -0.02 0.32
H 0.17401 0.87029 -3.12121 -0.01 0.01 -0.03 0.17
H 3.21051 1.49531 -3.08255 0.00 0.00 -0.01 0.51
H 2.02280 2.09294 -1.92554 0.02 0.01 -0.01 0.36
H 3.46573 1.19517 -1.36627 0.01 0.04 -0.02 0.48
H -0.08335 2.87053 2.07005 -0.01 0.01 0.01 0.41
H 0.41558 3.79735 0.63322 0.00 0.02 0.02 0.40
H -1.09021 4.18407 1.47084 0.01 0.01 0.00 0.47
H -1.97546 1.23303 1.90588 -0.03 0.00 0.00 0.10
H -3.06852 2.50317 1.33978 0.00 0.01 0.01 0.53
H -2.86471 1.03751 0.37699 -0.02 0.00 0.02 0.18
H -0.85834 3.55619 -1.52721 -0.02 0.01 -0.01 0.36
H -2.18090 2.38193 -1.65390 -0.01 0.01 0.00 0.30
H -2.41148 3.88173 -0.74031 0.00 0.01 0.00 0.44
H 0.02721 0.52453 3.50215 0.01 0.01 0.04 0.30
H 0.54910 -0.78942 4.56139 -0.01 -0.01 0.01 0.50
H 1.65790 -0.17312 3.33796 0.00 0.01 0.03 0.45
H -1.99553 -0.86837 2.92786 -0.01 -0.02 0.01 0.27
H -1.79376 -2.46391 2.17281 -0.03 -0.03 0.02 0.32
H -1.42010 -2.23970 3.88228 0.00 0.00 0.01 0.48
H 1.94978 -2.40513 2.18436 0.01 -0.01 0.01 0.30
H 1.00236 -3.11248 3.50087 0.01 0.00 0.01 0.49
H 0.51882 -3.40277 1.83150 0.02 -0.01 0.00 0.26
O -4.11890 -0.67308 -1.90996 0.02 0.04 -0.01 -0.17
N -3.25066 -1.39911 -1.92949 -0.08 -0.11 -0.02 0.31
O -1.94976 -0.70813 -1.52668 -0.02 0.11 0.03 -0.42
F -0.73318 -3.43067 -2.22485 -0.04 0.03 0.02 -0.25
C -0.24405 -2.92602 -1.09050 0.25 0.07 -0.08 -0.12
F -1.29593 -2.93413 -0.09702 0.11 0.15 -0.01 -0.23
H 0.54385 -3.57115 -0.70001 -0.02 -0.03 -0.02 0.35
```
Positions in Å, forces in eV/Å.

Properties
- Kohn-Sham gap (hartree) = 0.3433
- electronic energy (Ha) = -4069.0272
- HOMO energy (eV) = -13.2
- 2S+1 = 1
- charge = +1



Record 4
This record from the OMol25 dataset describes C4H9NO in the gas phase. The level of theory is the ωB97M-V functional and the def2-TZVPD basis.

XYZ file:
```
15
Properties=species:S:1:pos:R:3:forces:R:3:mulliken_charge:R:1
C -1.68741 0.65627 0.33298 0.10 -0.01 0.05 -1.29
C -0.86015 -0.14190 -0.64663 -0.19 -0.07 -0.01 0.37
N 0.34951 0.48246 -1.17942 0.09 0.07 -0.37 -0.65
C 0.47797 -0.74023 -0.38217 0.12 -0.15 0.05 -0.09
C 1.31755 -0.56826 0.88898 -0.11 -0.32 0.01 -0.73
O 1.72486 0.76492 1.04557 0.15 0.13 -0.05 -0.54
H -2.39334 0.00878 0.86622 0.17 0.07 -0.06 0.31
H -1.05607 1.17400 1.05971 -0.03 -0.10 -0.08 0.35
H -2.27389 1.41001 -0.20727 0.13 -0.13 0.09 0.31
H -1.46301 -0.69287 -1.37276 0.15 0.08 0.12 0.40
H 0.47973 0.30794 -2.16857 -0.06 -0.02 0.03 0.20
H 0.72458 -1.63920 -0.94658 -0.20 0.05 0.15 0.41
H 2.18738 -1.24081 0.80523 -0.08 0.16 -0.03 0.31
H 0.78390 -0.88025 1.79664 -0.09 0.10 -0.22 0.26
H 1.67326 1.13995 0.14742 -0.14 0.13 0.31 0.38
```
Positions in Å, forces in eV/Å.

Properties
- SMILES = C[C@H]1N[C@H]1CO
- Kohn-Sham gap (hartree) = 0.3950
- electronic energy (Ha) = -287.7591
- HOMO energy (eV) = -9.8
- 2S+1 = 1
- charge = 0



Record 5
This record from the OMol25 dataset describes C42H37AsCdI2N2O2Si as an isolated structure at a distorted geometry. The level of theory is the ωB97M-V functional and the def2-TZVPD basis.

XYZ file:
```
88
Properties=species:S:1:pos:R:3:forces:R:3:mulliken_charge:R:1
Cd 0.05325 1.27737 0.34375 -0.48 -0.34 0.13 3.04
C -0.00896 5.32624 -1.36068 -0.27 0.02 -0.05 -1.14
Si -0.59880 3.57832 -1.92566 -0.02 0.33 1.84 0.15
C -1.17119 3.51834 -3.69468 -0.30 0.61 0.38 -1.05
C -2.13544 3.24758 -0.74383 1.16 0.83 0.53 -0.64
N 0.58448 2.35158 -1.40226 -1.90 0.56 -0.33 -0.05
C 1.86487 2.28565 -1.83476 0.58 -1.27 0.95 0.03
C 2.31843 2.90612 -2.98983 0.49 0.52 -1.32 -0.20
C 3.68587 3.06093 -3.26890 -1.16 -0.42 0.43 -0.76
C 4.57153 2.51431 -2.38548 0.72 -0.76 0.23 -0.77
C 4.17704 1.61952 -1.35572 0.60 0.33 0.79 -0.30
C 2.81100 1.47977 -1.07177 1.51 1.18 -1.54 0.20
O 2.30719 0.63022 -0.10445 -0.06 -0.26 0.91 -0.17
C 3.19727 -0.17838 0.65672 -0.21 -0.49 -1.60 -0.70
C 3.53662 0.19291 1.92675 0.02 0.62 -0.76 0.13
C 4.47820 -0.56304 2.60427 0.30 -1.61 0.85 -0.77
C 4.93184 -1.74857 2.02132 0.23 -0.54 -1.22 -0.48
C 4.54318 -2.12347 0.68692 0.85 0.01 1.89 -0.79
C 3.68032 -1.34317 0.01486 -1.39 2.28 -0.33 0.15
H -0.48008 6.19964 -1.87709 0.27 -0.78 0.26 0.35
H 1.08035 5.45880 -1.40745 -0.20 -0.07 -0.06 0.35
H -0.31476 5.38212 -0.29721 0.26 0.10 -0.41 0.25
H -0.36873 3.85891 -4.36891 -0.45 -0.50 0.02 0.36
H -2.05649 4.21234 -3.82360 0.82 -1.03 0.09 0.32
H -1.42363 2.44473 -3.75540 -0.11 0.49 -0.81 0.24
H -3.09756 3.22621 -1.23327 -0.26 -0.28 -0.28 0.43
H -2.21135 4.08576 0.01464 0.21 -0.88 -0.75 0.23
H -1.98887 2.31887 -0.15733 -0.54 0.35 -0.30 -0.30
H 1.60631 3.24716 -3.76031 0.20 -0.01 0.80 0.14
H 4.04149 3.54173 -4.17190 -0.15 0.18 0.13 0.41
H 5.60985 2.72490 -2.58213 0.35 -0.35 0.28 0.38
H 5.02069 1.15486 -0.73176 -1.66 0.52 -0.93 0.23
H 3.13647 1.13693 2.24456 -0.05 0.23 0.58 0.45
H 4.78486 -0.34851 3.64336 -0.20 0.13 -0.78 0.36
H 5.64490 -2.42816 2.50644 -0.36 0.57 0.09 0.38
H 4.92036 -2.98672 0.17266 0.32 -0.42 0.28 0.44
H 3.37210 -1.47115 -1.01932 0.09 -0.34 0.16 0.54
I -3.53482 -0.60311 4.19705 0.04 -0.20 -0.20 0.07
C -2.13502 0.92188 4.22721 0.21 0.23 -2.12 -0.34
C -2.06203 1.67434 5.39363 0.36 0.34 0.08 -0.70
C -1.15616 2.69491 5.49501 -0.32 0.62 -0.16 -0.31
I -0.92937 3.46737 7.41234 0.11 0.43 0.12 0.06
C -0.45066 3.18301 4.35907 0.86 -0.56 -0.34 0.75
C 0.41692 4.31823 4.36524 -0.02 -0.92 -1.15 -0.59
C 1.16491 4.64434 3.23754 -1.02 -1.27 0.94 -1.28
C 1.08635 3.74292 2.16575 -0.10 0.49 -0.85 -0.35
N 0.29526 2.66597 2.11535 1.09 1.58 -0.24 0.06
C -0.50397 2.38973 3.14562 -0.52 0.53 2.19 0.13
C -1.39236 1.24988 3.04100 0.14 -0.59 -0.12 0.07
O -1.39228 0.61748 1.88784 -0.37 -0.07 1.05 -0.17
H -2.73873 1.49019 6.22997 0.39 -0.33 -0.26 0.35
H 0.49086 4.86222 5.26938 0.06 0.67 0.71 0.29
H 1.82947 5.49177 3.19033 -0.03 0.07 0.03 0.45
H 1.65659 4.04787 1.27205 -0.26 -0.83 0.22 0.41
C 1.88774 -5.31257 0.23861 -0.20 -0.09 -0.16 -0.49
C 1.56015 -4.35356 1.20262 -0.97 -0.46 -0.04 -0.84
C 0.50085 -3.48879 0.92012 0.30 0.86 0.36 -0.27
C -0.12598 -3.50858 -0.32802 -0.61 1.07 0.87 -0.22
C 0.10568 -4.55294 -1.19680 -0.02 0.00 -0.61 0.07
C 1.12677 -5.44127 -0.92615 0.41 0.07 0.55 -0.69
As -1.31444 -1.92003 -0.58529 -0.36 -1.81 -0.32 0.49
C -1.71782 -2.28277 -2.47925 0.07 0.51 0.20 0.38
C -0.75418 -2.31271 -3.48817 -0.78 0.14 -0.06 -0.86
C -1.10749 -2.60245 -4.79835 0.09 -0.01 -0.41 -0.38
C -2.41620 -2.74543 -5.24850 -0.44 -0.24 1.82 -0.71
C -3.38103 -2.60273 -4.21159 0.30 -0.61 -0.32 -0.43
C -3.03981 -2.42926 -2.84381 -0.41 -0.36 -1.84 -0.28
C -2.97121 -2.76245 0.21579 0.87 0.34 1.06 -0.09
C -3.07917 -4.10928 0.62830 -1.05 1.15 -0.18 -0.05
C -4.21232 -4.54673 1.34272 0.12 -0.36 -0.88 -0.71
C -5.21862 -3.65222 1.65689 -0.20 1.29 0.63 -0.41
C -5.02908 -2.26923 1.39950 -0.52 -0.84 -0.07 -0.81
C -3.89683 -1.84209 0.69799 -1.23 -0.73 0.43 -0.26
H 2.69378 -6.01873 0.37210 0.12 0.02 0.30 0.43
H 1.96584 -4.37575 2.21146 0.33 0.12 -0.34 0.42
H 0.15352 -2.71097 1.65471 0.62 -0.85 -0.63 0.38
H -0.46859 -4.70427 -2.10585 0.01 0.33 0.05 0.47
H 1.33149 -6.23034 -1.63321 0.11 -0.14 0.00 0.42
H 0.27054 -2.08279 -3.30246 0.64 -0.13 0.36 0.53
H -0.30978 -2.74763 -5.49233 0.50 0.09 -0.47 0.39
H -2.62400 -3.09266 -6.28309 -0.10 0.61 0.95 0.33
H -4.42333 -2.76467 -4.44307 -0.17 0.11 -0.06 0.36
H -3.82809 -2.48821 -2.10582 -0.03 0.19 -0.03 0.37
H -2.30346 -4.76910 0.34449 0.57 -0.80 -0.14 0.48
H -4.41218 -5.61126 1.54376 0.56 0.54 0.00 0.33
H -6.10752 -4.00436 2.21219 0.54 0.30 -0.48 0.31
H -5.78747 -1.52978 1.72498 0.61 -0.57 -0.20 0.46
H -3.81530 -0.78402 0.58864 0.45 0.58 -0.37 0.48
```
Positions in Å, forces in eV/Å.

Properties
- Kohn-Sham gap (hartree) = 0.2494
- electronic energy (Ha) = -5171.0441
- HOMO energy (eV) = -7.2
- 2S+1 = 1
- charge = 0



Record 6
This record from the OMol25 dataset describes an isolated ion of composition C3H7IN and charge +1 at a distorted geometry. The level of theory is the ωB97M-V functional and the def2-TZVPD basis.

XYZ file:
```
12
Properties=species:S:1:pos:R:3:forces:R:3:mulliken_charge:R:1
C -0.60613 -1.37522 0.00242 -0.63 -5.09 -0.22 -0.24
C -1.51887 -0.41686 0.61418 -1.40 0.80 -1.79 -0.49
C 0.42579 1.03386 -0.06311 1.57 0.30 0.70 -0.83
N -0.52986 -0.04072 -0.43694 1.40 2.78 0.29 -0.01
I -3.47301 0.08913 -0.02974 0.20 -0.50 0.41 0.26
H 0.19269 -1.83343 0.64267 -0.61 0.71 -0.88 0.26
H -1.09610 -2.13903 -0.79821 1.45 2.03 1.95 0.26
H -1.20382 0.06307 1.50259 -0.01 0.16 0.98 0.44
H 0.93977 1.39692 -1.01831 -0.10 -0.90 1.69 0.31
H -0.04681 1.93562 0.37476 -0.51 -0.71 -0.51 0.35
H 1.02204 0.62383 0.80881 0.11 0.55 -1.52 0.32
H -0.70720 0.10857 -1.39762 -1.47 -0.12 -1.10 0.37
```
Positions in Å, forces in eV/Å.

Properties
- SMILES = C[N@H+]1C[C@@H]1I
- Kohn-Sham gap (hartree) = 0.3710
- electronic energy (Ha) = -470.6177
- HOMO energy (eV) = -14.2
- 2S+1 = 1
- charge = +1



Q: charge of number 5 (C42H37AsCdI2N2O2Si)?
A: 0



Q: Among the records above, which one has the highest electronic energy?
A: C4H9NO



Q: charge of number 5 (C42H37AsCdI2N2O2Si)?
A: 0